Density functional theory data (ωB97M-V/def2-TZVPD) for C6H6S2 in the gas phase in a non-equilibrium geometry.

The calculation puts the gap between HOMO and LUMO at 8.245 eV. For the energy above the lowest of the compared OMol25 structures with the same formula, charge and spin, the calculation gives 136.47 kJ/mol. Its total charge is 0. The electronic energy is -1028.50373 hartree. Its SMILES is C#C/C=C\SC(C)=S.

Each line ends with the Mulliken charge.
CARTESIAN COORDINATES (ANGSTROEM)
C1 2.61 1.40 0.01  -1.1206
C2 1.86 0.08 -0.03  0.4561
C3 -0.58 -1.22 -0.01  0.1507
C4 -1.91 -1.42 0.00  -0.9031
C5 -2.86 -0.37 0.00  -0.6149
C6 -3.69 0.52 -0.01  0.4436
H1 2.19 2.09 -0.72  0.3273
H2 2.48 1.85 1.01  0.3100
H3 3.68 1.22 -0.16  0.3361
H4 0.15 -2.06 -0.01  0.2915
H5 -2.30 -2.43 0.04  0.3015
H6 -4.38 1.32 -0.05  0.4248
S1 2.62 -1.36 -0.02  -0.3178
S2 0.13 0.37 -0.04  -0.0853